Entry 1:
Density functional theory data (ωB97M-V/def2-TZVPD) for C3H2N2OS2 in the gas phase in a non-equilibrium geometry.

```
10
Properties=species:S:1:pos:R:3:forces:R:3
S 0.577744 -2.718253 1.230044 0.2 0.8 -0.6
C -0.433486 -1.606219 0.627643 0.8 -1.3 1.1
C -0.205934 -0.310959 -0.037145 2.1 -1.7 1.3
N 0.982245 0.163514 -0.123059 -1.4 0.8 -1.3
S 0.910254 1.638902 -1.092762 0.8 -0.6 0.5
C -0.533445 2.260586 -0.365808 1.2 3.0 0.0
N -1.518010 1.563735 -0.072035 -1.6 0.2 0.9
O -1.380820 0.198148 -0.368574 -0.7 0.6 -1.0
H -1.445736 -1.846901 0.838737 -1.1 0.3 -0.3
H -0.528131 3.380140 -0.069132 -0.4 -2.0 -0.6
```
Positions in Å, forces in eV/Å.

## Properties
SMILES = S=CC1=NSC=NO1
2S+1 = 1
relative energy (zero: lowest compared OMol25 entry of this formula, charge and spin) = 72.54 kcal per mole
largest force on an atom = 3.24 eV/Å

Entry 2:
Density functional theory data (ωB97M-V/def2-TZVPD) for 12 unconnected molecules or ions with the total composition C56H112N12O8 in a non-equilibrium geometry.

```
188
Properties=species:S:1:pos:R:3:forces:R:3
C -1.175531 1.019210 -0.539693 -1.5 1.8 0.3
C -0.230301 0.460690 0.306947 1.6 -0.7 0.6
C 0.078319 -0.791520 -0.190873 -0.5 0.9 0.4
N -0.767371 -0.970420 -1.247493 0.9 -2.4 -0.3
C -1.580571 0.082200 -1.423793 0.1 0.1 -1.3
H -1.569451 2.024720 -0.553633 -0.1 0.0 0.4
H 0.233559 0.878310 1.188327 0.0 0.2 -0.2
H 0.786129 -1.517650 0.180797 -0.2 -0.1 -0.3
H -0.640271 -1.721710 -1.910443 -0.4 0.0 0.2
H -2.291061 0.100850 -2.236973 0.1 0.1 0.1
C 0.765869 1.685250 -9.690063 1.6 -2.2 -1.3
C -0.151211 2.570550 -9.237553 -2.0 1.7 1.7
C -0.819241 1.970910 -8.197343 -1.0 0.3 1.1
N -0.308921 0.713710 -7.984593 -0.9 1.2 -0.8
C 0.593739 0.518230 -8.967163 1.4 -1.2 0.2
H 1.426969 1.857660 -10.526493 0.1 -0.3 0.1
H -0.330541 3.595830 -9.525723 0.1 -0.1 -0.2
H -1.647731 2.338130 -7.609853 0.2 0.0 0.1
H -0.608371 0.020410 -7.313943 0.0 0.3 -0.2
H 1.023109 -0.472570 -8.947933 0.5 0.2 -0.6
C 6.841019 -5.761810 -0.445963 -0.3 0.2 -0.2
O 6.356789 -7.033980 -0.902243 0.2 1.0 0.9
C 5.075629 -7.317570 -0.331003 1.0 -1.4 -0.8
C 4.581939 -8.643780 -0.933273 0.2 -0.8 0.9
N 5.316499 -9.884600 -0.505903 0.0 0.4 -0.9
C 4.908709 -11.108590 -1.300533 0.2 0.9 1.7
C 5.885539 -12.265030 -1.197903 1.0 0.9 -1.2
O 7.176389 -11.877070 -1.742603 -1.9 2.1 0.1
C 8.110669 -12.869720 -1.831753 0.0 -1.2 0.7
H 7.908339 -5.654120 -0.639113 -0.2 -0.2 -0.3
H 6.694289 -5.511580 0.604727 0.0 -0.9 0.5
H 6.282009 -4.941240 -0.895713 0.0 0.0 -0.7
H 4.369129 -6.533270 -0.602713 -0.2 0.1 0.2
H 5.203329 -7.443380 0.744157 -0.3 0.3 0.2
H 4.602409 -8.563550 -2.020123 -0.3 0.1 -0.2
H 3.579549 -8.770070 -0.524153 -0.4 0.0 -0.5
H 6.296379 -9.691710 -0.656613 0.3 -0.2 -0.2
H 4.612569 -10.924790 -2.333303 0.1 0.3 -0.1
H 4.059159 -11.474040 -0.723633 -0.5 -0.1 -0.5
H 5.516269 -13.034160 -1.876273 -0.2 -0.5 0.3
H 5.906399 -12.588820 -0.157313 0.5 -0.2 0.0
H 8.951139 -12.639350 -2.486463 -0.2 0.4 0.0
H 7.612499 -13.757720 -2.220843 0.3 -0.6 0.0
H 8.453989 -13.029430 -0.809633 0.6 -0.7 0.0
C -4.304321 -2.144800 -8.320843 0.2 0.9 1.0
O -4.489141 -3.071550 -7.275473 0.1 -1.1 -0.5
C -4.418541 -2.634190 -5.944063 0.4 0.0 1.0
C -3.614621 -3.671590 -5.104423 -0.5 0.5 -1.1
N -2.261781 -3.706950 -5.584643 1.4 0.3 0.8
C -1.511231 -4.887130 -5.091383 -0.5 0.4 -0.9
C -0.058931 -4.909800 -5.491013 0.3 1.9 0.2
O 0.618319 -3.817550 -4.793363 -0.7 -0.9 -0.8
C 1.974429 -3.642670 -5.188663 -0.7 -1.0 1.5
H -5.032721 -1.339850 -8.222943 -0.4 0.0 -0.4
H -4.340721 -2.623070 -9.299633 -0.2 -0.2 0.3
H -3.346591 -1.639210 -8.197393 0.4 0.0 -0.2
H -5.416831 -2.488900 -5.531253 -0.2 -0.3 0.0
H -3.941761 -1.659660 -5.838843 0.4 0.2 -0.3
H -4.082121 -4.642720 -5.267123 -0.4 -0.3 0.2
H -3.607001 -3.434150 -4.040633 -0.3 0.1 0.0
H -2.271201 -3.646850 -6.592813 0.1 -0.4 -0.1
H -1.979281 -5.734420 -5.592503 0.0 -0.8 0.4
H -1.584721 -4.967950 -4.006863 -0.3 0.1 0.0
H -0.029301 -4.724680 -6.564763 0.3 0.1 -0.3
H 0.423929 -5.874970 -5.338063 0.0 -0.1 0.4
H 2.076479 -3.398150 -6.245973 0.2 0.2 0.1
H 2.478119 -4.569220 -4.913173 0.5 -0.3 -0.6
H 2.378219 -2.946930 -4.453143 0.1 0.6 -0.6
C -2.892781 16.099910 -7.162783 -1.1 -1.2 1.0
O -2.857651 14.761990 -7.684443 -0.4 1.6 0.7
C -1.709531 14.594500 -8.468563 -0.8 -0.7 -0.2
C -1.783881 13.118120 -8.939793 1.5 0.9 0.3
N -1.443281 12.195580 -7.867283 -0.2 -0.1 0.0
C -1.752341 10.800200 -8.217223 0.8 0.7 -0.1
C -1.428791 9.859520 -7.077813 -0.7 0.5 0.4
O -2.346641 10.174360 -6.024523 0.3 -0.5 0.8
C -2.082921 9.558590 -4.739793 0.1 0.5 -1.0
H -3.123591 16.873620 -7.895043 0.2 -0.1 -0.3
H -2.022691 16.357310 -6.558813 0.5 -0.1 -0.4
H -3.684831 16.056330 -6.415213 -0.3 0.3 -0.2
H -0.890651 14.949860 -7.843063 0.8 -0.8 -0.1
H -1.747561 15.309370 -9.290523 0.0 -0.2 -0.6
H -1.037001 13.004600 -9.725533 -0.1 -0.2 -0.3
H -2.778771 12.931830 -9.344243 -0.2 0.2 -0.2
H -1.995081 12.469780 -7.067003 -0.1 -0.2 0.3
H -1.094921 10.541670 -9.047313 0.1 -0.1 -0.2
H -2.772111 10.695390 -8.587603 -0.3 -0.2 0.2
H -0.402631 10.017360 -6.745873 0.2 0.1 0.1
H -1.521431 8.829860 -7.423233 -0.2 -0.3 0.1
H -2.683631 10.071380 -3.988593 -0.2 -0.1 -0.2
H -1.043071 9.695530 -4.443043 0.2 0.0 -0.1
H -2.299001 8.490430 -4.760923 -0.1 -0.1 0.0
C 5.239739 -1.563090 6.743747 1.2 -1.5 -0.2
O 4.784269 -1.953670 8.014547 -0.9 0.3 0.8
C 4.436059 -3.351650 8.091057 -0.7 0.8 0.0
C 3.860019 -3.699380 9.489787 1.7 0.2 -1.1
N 5.037819 -3.849690 10.352267 -1.0 -0.2 0.7
C 4.663019 -4.328530 11.674217 1.4 0.8 0.7
C 5.912779 -4.281970 12.589917 -0.4 -1.0 0.6
O 6.315269 -2.976630 13.020607 -1.6 -0.5 -1.6
C 7.620219 -2.874810 13.458347 0.4 0.0 1.2
H 6.191449 -2.079610 6.618967 0.4 -0.1 -0.4
H 5.496699 -0.513770 6.598847 -0.7 0.1 0.6
H 4.623869 -1.956070 5.934827 -0.5 0.3 -0.1
H 5.333689 -3.940030 7.900867 0.0 -0.2 0.1
H 3.698069 -3.556570 7.315517 -0.1 -0.1 -0.2
H 3.347779 -4.661100 9.461567 0.1 -0.1 -0.2
H 3.113989 -2.975030 9.816677 0.1 0.4 0.1
H 5.471669 -2.954270 10.525787 0.1 0.3 -0.4
H 4.246839 -5.334650 11.622947 0.3 -0.2 0.0
H 3.906739 -3.716760 12.166027 -0.3 0.3 0.0
H 6.722779 -4.873470 12.163157 0.4 0.5 -0.6
H 5.680129 -4.890260 13.463957 -0.3 0.1 0.5
H 7.724979 -1.862630 13.849017 0.3 0.1 -0.4
H 8.382249 -3.134230 12.723427 0.0 0.2 -0.3
H 7.768439 -3.509760 14.331827 0.2 -0.4 0.2
C -9.045711 5.810720 -1.229113 0.7 -0.2 0.5
C -8.409501 4.662250 -0.468733 -0.6 -1.3 0.6
C -6.987971 4.260130 -0.750063 1.1 1.0 -0.3
C -6.788981 4.013150 -2.159993 0.5 -0.9 -0.5
N -6.562011 3.840880 -3.271873 -0.2 0.1 -0.1
H -10.032461 5.897230 -0.774203 0.0 0.6 -0.3
H -9.125901 5.588960 -2.293293 -0.1 -0.1 0.1
H -8.420991 6.697680 -1.123653 -0.4 0.3 0.1
H -9.031821 3.796100 -0.693673 0.0 -0.3 0.0
H -8.466411 4.726720 0.617877 -0.3 0.6 0.0
H -6.560911 3.513540 -0.080483 -0.6 -0.6 -0.4
H -6.257411 5.051090 -0.580403 -0.2 0.7 0.3
C 2.071169 6.162690 4.080647 -0.2 0.2 0.5
C 1.641009 7.412890 4.863057 -0.5 -1.3 0.4
C 0.863659 8.424390 4.018057 0.5 -0.1 -0.4
C -0.283451 7.836620 3.295487 -1.8 -0.8 -0.5
N -1.215951 7.379420 2.758877 2.1 0.9 1.1
H 2.480949 5.397400 4.739827 0.4 0.3 0.1
H 2.821389 6.463090 3.349187 -0.2 -0.4 -0.3
H 1.198859 5.653770 3.670547 0.1 0.3 -0.6
H 2.511439 7.814790 5.381637 -0.1 0.5 -0.3
H 0.977699 7.088190 5.664737 -0.1 0.0 0.1
H 1.529789 8.804610 3.243597 0.0 0.3 0.0
H 0.522799 9.252090 4.640007 -0.1 0.0 -0.2
C -1.569211 0.709920 6.355667 -0.5 -0.4 0.0
C -1.669011 2.161790 6.742847 -0.2 0.6 -0.4
C -2.469971 3.036370 5.725067 0.5 0.5 0.2
C -3.885161 2.692250 5.519287 -1.9 -1.4 -0.6
N -4.988651 2.348160 5.333077 2.5 0.9 0.5
H -1.134981 0.570530 5.365667 -0.1 0.1 -0.1
H -2.564481 0.265590 6.366557 0.1 -0.3 -0.1
H -0.925051 0.172640 7.051717 -0.1 0.0 0.1
H -0.634161 2.500490 6.792537 -0.1 0.6 0.0
H -2.109841 2.285270 7.732047 0.0 -0.1 0.0
H -1.920921 3.091100 4.785037 -0.3 -0.5 -0.3
H -2.481741 4.095170 5.983727 0.1 0.1 0.6
C 3.708679 5.247620 -3.404513 0.6 0.4 0.1
C 2.781779 4.145890 -2.953323 -0.4 0.1 0.6
C 3.440619 2.772030 -2.940153 -0.2 0.3 -0.5
C 4.573689 2.691570 -2.019753 0.2 -0.1 -0.1
N 5.495719 2.635350 -1.335593 -0.2 0.0 0.0
H 4.490749 5.379800 -2.656843 0.0 0.2 0.1
H 3.202199 6.202830 -3.542783 -0.1 -0.1 0.1
H 4.261219 5.060430 -4.325263 -0.3 -0.4 -0.2
H 1.871789 4.113840 -3.552483 0.1 -0.2 -0.2
H 2.451849 4.332560 -1.931363 -0.1 0.3 0.0
H 3.798079 2.642270 -3.961663 0.2 -0.6 0.0
H 2.703609 2.009460 -2.688323 0.1 -0.1 -0.1
C -6.740361 -4.504070 2.945867 0.1 0.1 -0.2
C -5.927541 -3.217000 3.040627 0.1 0.7 0.4
C -5.527441 -2.546660 1.703247 -0.6 -0.7 0.2
C -6.689681 -2.123930 0.898647 0.6 0.3 0.3
N -7.577221 -1.774800 0.261357 -0.2 -0.1 0.0
H -7.547791 -4.403920 2.220517 0.2 0.0 -0.3
H -7.279311 -4.752480 3.860157 0.4 0.1 0.3
H -6.090331 -5.336350 2.675937 -0.2 -0.1 -0.1
H -4.976251 -3.297700 3.566587 0.1 -0.7 0.1
H -6.448631 -2.518910 3.695777 -0.3 0.3 -0.4
H -4.980611 -3.270920 1.099487 0.1 -0.1 -0.1
H -4.826481 -1.740550 1.919897 -0.3 0.3 -0.3
C -3.730751 -8.623340 8.208607 -0.1 1.6 -1.2
C -3.410361 -7.494510 7.189447 0.3 0.1 0.6
C -1.953991 -7.637160 6.672477 -0.1 1.2 -1.8
C -1.616651 -6.630840 5.595577 0.2 1.5 -1.6
N -1.355891 -5.856160 4.750487 -0.7 -2.1 2.3
H -2.838061 -8.705580 8.828637 -0.4 -0.6 0.3
H -4.003101 -9.498870 7.619227 0.3 -0.3 0.5
H -4.606131 -8.269320 8.753117 0.1 -0.4 0.4
H -3.541681 -6.508010 7.634057 0.5 0.0 0.5
H -4.197711 -7.428060 6.438617 0.5 -0.5 -0.6
H -1.760941 -8.595000 6.189387 -0.2 -0.2 0.2
H -1.159381 -7.463160 7.398027 -0.4 -0.2 0.5
```
Positions in Å, forces in eV/Å.

## Properties
SMILES = c1cc[nH]c1.c1cc[nH]c1.COCCNCCOC.COCCNCCOC.COCCNCCOC.COCCNCCOC.CCCC#N.CCCC#N.CCCC#N.CCCC#N.CCCC#N.CCCC#N
2S+1 = 1
E_tot = -3459.54019 Eh
largest force on an atom = 3.19 eV/Å

Entry 3:
Density functional theory data (ωB97M-V/def2-TZVPD) for a molecular structure, C17H34AsF5N9ORhSSi2Te.

```
72
Properties=species:S:1:pos:R:3:forces:R:3
Rh -0.393719 -0.684477 0.458810 -0.2 -0.5 0.1
C 2.426789 2.069554 5.980049 0.0 0.0 0.0
C 1.781685 0.922703 5.226282 -0.1 0.0 0.0
N 2.513682 0.623715 3.981450 0.0 0.0 -0.1
C 1.774174 0.195903 2.879203 -0.1 0.1 0.1
S 0.872613 1.618537 2.284169 0.0 0.0 0.0
N 1.926012 -0.960296 2.387047 0.1 0.0 0.0
N 1.294482 -1.403235 1.273808 0.0 -0.1 -0.1
C 1.522736 -2.719743 1.002682 0.0 0.0 0.0
C 2.717896 -3.440146 1.538917 0.0 0.0 0.0
C 0.579636 -3.347736 0.176937 0.0 0.0 0.0
C 0.708799 -4.662169 -0.342997 0.0 0.0 0.0
C -0.290254 -5.202123 -1.101040 0.0 0.0 0.0
C -1.442880 -4.441832 -1.375902 0.0 0.0 0.0
C -1.505901 -3.162214 -0.876721 -0.1 0.0 0.0
N -0.549441 -2.615439 -0.124926 0.0 -0.1 -0.1
H 1.876608 2.271220 6.899723 0.0 0.0 0.0
H 2.428383 2.974370 5.371948 0.0 0.0 0.0
H 3.460069 1.838698 6.245426 0.0 0.0 0.0
H 0.746725 1.157135 4.970201 0.1 0.0 0.0
H 1.739888 0.024758 5.851220 0.0 0.0 0.0
H 3.290819 -0.006283 4.128216 0.1 0.0 0.0
H 3.022081 -3.007450 2.486183 0.0 0.0 0.0
H 3.562341 -3.356865 0.847270 0.0 0.0 0.0
H 2.506300 -4.497164 1.689424 0.0 0.0 0.0
H 1.609095 -5.223337 -0.140272 0.0 0.0 0.0
H -0.191371 -6.205055 -1.495047 0.0 0.0 0.0
H -2.255767 -4.832194 -1.969825 0.0 0.0 0.0
H -2.351174 -2.524604 -1.101127 0.0 0.0 0.0
F -3.887871 1.724479 4.816596 -0.1 0.0 0.1
Te -2.762935 0.505670 3.844258 -0.1 0.2 -0.2
F -2.299991 2.057476 2.644607 -0.1 -0.1 0.0
F -1.405541 1.282942 4.879104 0.0 0.0 -0.1
F -2.821536 -0.747415 5.298267 0.1 -0.1 0.1
F -1.179564 -0.457439 3.038030 0.1 0.0 0.0
O 0.013847 1.246529 1.100905 0.0 0.1 0.0
N -4.081150 2.866399 0.360490 0.1 0.1 0.1
N -3.680716 1.550128 0.244002 -0.2 0.0 0.0
N -4.473779 0.533721 0.509822 0.0 0.1 0.0
C -3.653309 -0.479091 0.306713 0.3 -0.5 0.0
N -2.425443 -0.077061 -0.060438 -0.3 0.8 0.2
N -2.490339 1.253275 -0.117804 0.2 -0.3 -0.1
H -4.891012 2.855141 0.974089 0.0 0.0 -0.1
H -3.320291 3.318852 0.869132 -0.1 0.0 0.0
H -3.947960 -1.508719 0.414468 0.0 0.0 0.1
C 0.129954 -0.335917 -5.384100 0.0 0.0 0.0
Si -0.926223 0.210571 -3.938619 0.0 0.0 0.0
C -2.400889 -0.931658 -3.772695 0.0 0.0 0.0
C -1.508733 1.978449 -4.148242 0.0 0.0 0.0
As 0.284273 0.091336 -1.922554 0.2 0.1 -0.1
Si 1.892169 1.808256 -2.025064 0.1 0.0 0.0
C 3.253694 1.279120 -0.855270 0.0 0.0 0.0
C 1.058135 3.383467 -1.453152 0.0 0.0 0.0
C 2.597984 2.051603 -3.745456 0.0 0.0 0.0
H -0.472614 -0.376567 -6.295655 0.0 0.0 0.0
H 0.542742 -1.331167 -5.210280 0.0 0.0 0.0
H 0.959651 0.349612 -5.557791 0.0 0.0 0.0
H -3.029484 -0.877749 -4.665074 0.0 0.0 0.0
H -3.014695 -0.655500 -2.912163 0.0 0.0 0.0
H -2.080463 -1.967897 -3.645688 0.0 0.0 0.0
H -2.141039 2.073539 -5.034981 0.0 0.0 0.0
H -0.666482 2.663242 -4.262430 0.0 0.0 0.0
H -2.088906 2.303711 -3.281931 0.0 0.0 0.0
H 2.849197 0.915357 0.091826 0.0 0.0 0.0
H 3.932218 2.108651 -0.641758 0.0 0.0 0.0
H 3.838115 0.468352 -1.295838 0.0 0.0 0.0
H 0.499017 3.217874 -0.530494 0.0 0.0 0.0
H 0.359710 3.748506 -2.208663 0.0 0.0 0.0
H 1.802739 4.163939 -1.276124 0.0 0.0 0.0
H 3.009765 1.123183 -4.144733 0.0 0.0 0.0
H 3.404795 2.789105 -3.713974 0.0 0.0 0.0
H 1.842659 2.419485 -4.442434 0.0 0.0 0.0
```
Positions in Å, forces in eV/Å.

## Properties
2S+1 = 5
relative energy (zero: lowest compared OMol25 entry of this formula, charge and spin) = 43.22 kcal per mole
largest force on an atom = 0.86 eV/Å
expectation value of S² = 6.0300